1.
DFT (ωB97M-V/def2-TZVPD) results for a molecular structure, CDyF3LiNO4S3.

The LUMO energy (alpha / beta) is -0.085 / -0.086 Eh. The spin multiplicity is 6. The HOMO energy (alpha / beta) is -8.91 / -8.98 eV. The gap between HOMO and LUMO (alpha / beta) comes out at 6.6 / 6.7 eV.

Positions of all 14 atoms, in Å:
Dy (1.653, -1.435, 0.939)
N (-0.210, -0.423, 1.510)
S (-0.904, 0.536, 0.592)
O (-0.616, 0.702, -0.884)
C (-2.595, -0.213, 0.374)
F (-3.220, -0.298, 1.544)
F (-2.407, -1.435, -0.130)
F (-3.347, 0.502, -0.458)
Li (1.077, 0.201, -1.704)
S (3.907, -0.912, -1.081)
O (2.399, -1.636, -1.309)
S (2.939, 0.898, 0.346)
O (2.216, 1.556, -0.895)
O (-0.893, 1.957, 1.154)

---

2.
DFT (ωB97M-V/def2-TZVPD) results for C23H21N5O in the gas phase.

The LUMO energy is -0.017 Eh. The HOMO energy is -8.93 eV. The gap between HOMO and LUMO comes out at 8.5 eV. The value obtained for the energy above the lowest of the compared OMol25 structures with the same formula, charge and spin is 163.0 kJ/mol.

Positions of all 50 atoms, in Å:
O (-0.057, -2.429, 0.776)
C (-0.591, -1.490, 0.190)
C (-0.736, -0.124, 0.769)
C (-1.271, 0.904, -0.026)
N (-1.902, 0.503, -1.248)
N (-2.808, 1.213, -1.970)
N (-3.161, 0.401, -2.915)
N (-2.524, -0.839, -2.784)
C (-1.794, -0.784, -1.721)
N (-1.023, -1.755, -1.090)
C (-0.778, -3.010, -1.767)
C (0.411, -2.822, -2.635)
C (1.764, -2.908, -2.130)
C (2.853, -2.530, -2.961)
C (2.626, -2.208, -4.327)
C (1.323, -2.178, -4.804)
C (0.237, -2.406, -3.965)
C (-1.265, 2.304, 0.411)
C (-1.246, 3.384, -0.475)
C (-1.163, 4.714, -0.026)
C (-1.212, 4.986, 1.363)
C (-1.200, 3.900, 2.257)
C (-1.170, 2.588, 1.752)
C (-0.988, 1.440, 2.748)
C (-0.134, 0.284, 2.150)
C (1.318, 0.742, 1.908)
C (2.162, 0.100, 3.003)
C (1.438, -1.207, 3.364)
C (-0.026, -0.796, 3.288)
H (-1.637, -3.253, -2.365)
H (-0.659, -3.857, -1.083)
H (1.957, -3.148, -1.077)
H (3.867, -2.519, -2.615)
H (3.408, -1.974, -5.015)
H (1.183, -1.891, -5.851)
H (-0.765, -2.345, -4.397)
H (-1.274, 3.225, -1.555)
H (-1.180, 5.516, -0.781)
H (-1.179, 6.017, 1.695)
H (-1.213, 4.064, 3.311)
H (-1.979, 1.110, 3.033)
H (-0.517, 1.821, 3.645)
H (1.389, 1.841, 1.972)
H (1.719, 0.435, 0.933)
H (3.190, -0.099, 2.710)
H (2.230, 0.727, 3.915)
H (1.653, -2.020, 2.678)
H (1.661, -1.587, 4.360)
H (-0.291, -0.380, 4.268)
H (-0.641, -1.658, 3.084)

---

3.
DFT (ωB97M-V/def2-TZVPD) results for a molecular structure, C20H24HgN7OS2.

Its total charge is -2. The LUMO energy (alpha / beta) is 0.129 / 0.129 Eh. The spin multiplicity is 2. The HOMO energy (alpha / beta) is 1.69 / -0.72 eV. The gap between HOMO and LUMO (alpha / beta) comes out at 1.8 / 4.2 eV. The value obtained for the energy above the lowest of the compared OMol25 structures with the same formula, charge and spin is 93.6 kJ/mol.

Positions of all 55 atoms, in Å:
Hg (1.083, 0.158, -0.538)
C (-1.283, -0.010, 3.068)
C (-1.195, 1.243, 2.240)
C (-0.199, 2.184, 2.469)
C (-0.096, 3.322, 1.675)
C (-0.999, 3.543, 0.648)
C (-2.001, 2.606, 0.408)
C (-2.093, 1.471, 1.195)
H (-0.961, -0.871, 2.474)
H (-2.310, -0.193, 3.395)
H (-0.636, 0.043, 3.943)
H (0.526, 2.008, 3.254)
H (0.711, 4.022, 1.855)
H (-0.906, 4.418, 0.014)
H (-2.698, 2.752, -0.412)
H (-2.851, 0.726, 0.981)
S (2.225, -2.067, 0.251)
C (2.224, -1.477, 1.923)
C (1.961, -2.354, 2.946)
C (2.029, -2.013, 4.326)
C (1.685, -2.972, 5.297)
N (1.396, -3.769, 6.100)
C (2.437, -0.652, 4.667)
C (2.625, 0.260, 3.594)
C (2.516, -0.085, 2.271)
S (2.706, 1.191, 1.054)
C (2.662, -0.221, 5.989)
N (2.861, 0.146, 7.079)
H (1.693, -3.372, 2.686)
H (2.872, 1.288, 3.838)
N (3.235, 0.761, -2.500)
H (4.093, 0.509, -2.028)
H (3.026, 1.734, -2.318)
H (3.334, 0.623, -3.497)
N (-2.276, 0.331, -5.928)
C (-1.227, 0.527, -5.059)
N (-0.191, -0.363, -5.197)
N (-1.294, 1.486, -4.213)
C (-0.397, 1.625, -3.234)
N (0.371, 1.808, -2.393)
H (-1.981, 0.052, -6.852)
H (-2.905, 1.120, -5.938)
H (-0.502, -1.317, -5.327)
H (0.460, -0.318, -4.419)
C (-2.789, -1.098, -2.175)
C (-1.337, -1.380, -1.759)
C (-1.145, -2.876, -1.486)
O (-0.988, -0.599, -0.692)
H (-3.075, -1.668, -3.072)
H (-2.914, -0.029, -2.375)
H (-3.459, -1.375, -1.357)
H (-0.719, -1.151, -2.660)
H (-1.836, -3.192, -0.698)
H (-0.131, -3.057, -1.128)
H (-1.334, -3.478, -2.388)